This record from OMol25 describes a single C3H5F molecule in a non-equilibrium geometry. The level of theory is wB97M-V/def2-TZVPD.

```
9
C3H5F (wB97M-V/def2-TZVPD)
C 1.44 -0.05 -0.10
C -0.30 -0.04 -0.17
C -1.49 0.13 0.53
F -2.65 -0.18 -0.19
H 1.60 0.28 -1.10
H 1.81 -1.15 0.04
H 1.66 0.59 0.74
H -0.38 -0.35 -1.22
H -1.68 0.77 1.47
```

LUMO level (alpha / beta), eV: 1.07 / -1.63
Multiplicity: 3
Orbital gap (alpha / beta), eV: 6.85 / 9.86